# C6H10O

C6H10O in the gas phase (ωB97M-V/def2-TZVPD, the OMol25 dataset).

Geometry (Å):
C  0.12  -1.39  1.76
C  0.54  -1.21  0.32
C  -0.46  -1.08  -0.80
C  0.47  0.06  -0.49
C  -0.10  1.40  -0.08
C  -0.28  2.28  -1.30
O  0.06  1.97  -2.42
H  0.02  -2.46  1.98
H  -0.84  -0.92  1.99
H  0.87  -0.99  2.45
H  1.42  -1.80  0.06
H  -0.34  -1.64  -1.72
H  -1.50  -0.94  -0.49
H  1.29  0.18  -1.19
H  0.55  1.95  0.62
H  -1.07  1.32  0.42
H  -0.74  3.27  -1.12

Calculated values
Multiplicity = 1
Kohn-Sham gap = 0.3978 Eh
E = -309.81393 hartree
Total charge = 0
HOMO energy = -9.76 eV
Relative energy (zero: lowest compared OMol25 entry of this formula, charge and spin) = 17.8 kcal per mole
F_max = 0.0104 Eh/bohr

# C6H10O

C6H10O in the gas phase (ωB97M-V/def2-TZVPD, the OMol25 dataset).

Geometry (Å):
C  1.51  1.34  1.99
C  0.53  1.05  1.14
O  -0.66  1.73  1.11
C  0.56  0.00  0.09
C  -0.43  -0.86  -0.11
C  -0.51  -1.88  -1.21
C  -0.80  -1.21  -2.56
H  1.35  2.22  2.61
H  2.44  0.81  1.96
H  -0.62  2.42  1.79
H  1.50  0.00  -0.44
H  -1.23  -0.84  0.59
H  0.44  -2.41  -1.32
H  -1.24  -2.64  -0.94
H  -1.17  -1.95  -3.28
H  -1.62  -0.49  -2.57
H  0.09  -0.76  -2.97

Calculated values
Multiplicity = 1
Kohn-Sham gap = 0.3516 Eh
E = -309.80508 hartree
Total charge = 0
HOMO energy = -8.59 eV
Relative energy (zero: lowest compared OMol25 entry of this formula, charge and spin) = 23.4 kcal per mole
F_max = 0.0325 Eh/bohr

# C6H10O

C6H10O in the gas phase (ωB97M-V/def2-TZVPD, the OMol25 dataset).

Geometry (Å):
C  1.72  0.94  0.13
C  0.73  0.65  -0.98
C  0.31  -0.76  -1.25
C  -0.70  0.21  -0.69
C  -1.24  0.12  0.72
C  -1.35  -1.23  1.38
O  -0.96  -2.29  0.95
H  2.58  0.26  0.09
H  1.28  0.82  1.12
H  2.10  1.96  0.07
H  0.83  1.28  -1.86
H  0.18  -1.09  -2.27
H  0.67  -1.53  -0.58
H  -1.43  0.57  -1.41
H  -2.24  0.55  0.78
H  -0.66  0.74  1.42
H  -1.84  -1.19  2.38

Calculated values
Multiplicity = 1
Kohn-Sham gap = 0.3900 Eh
E = -309.80897 hartree
Total charge = 0
HOMO energy = -9.58 eV
Relative energy (zero: lowest compared OMol25 entry of this formula, charge and spin) = 21.0 kcal per mole
F_max = 0.0104 Eh/bohr

# C6H10O

C6H10O in the gas phase (ωB97M-V/def2-TZVPD, the OMol25 dataset).

Geometry (Å):
C  -1.46  -0.24  -1.06
C  -0.90  0.17  0.30
C  -0.26  -0.92  1.20
C  1.11  -0.33  0.93
O  1.65  -0.66  -0.37
C  1.37  0.67  -0.85
C  0.46  0.93  0.33
H  -1.95  0.60  -1.57
H  -2.21  -1.04  -0.96
H  -0.67  -0.63  -1.70
H  -1.66  0.74  0.84
H  -0.54  -0.79  2.26
H  -0.40  -1.98  0.96
H  1.87  -0.37  1.72
H  0.93  0.67  -1.86
H  2.26  1.31  -0.83
H  0.45  1.90  0.84

Calculated values
Multiplicity = 1
Kohn-Sham gap = 0.3895 Eh
E = -309.78529 hartree
Total charge = 0
HOMO energy = -9.50 eV
Relative energy (zero: lowest compared OMol25 entry of this formula, charge and spin) = 35.8 kcal per mole
F_max = 0.0071 Eh/bohr

# C6H10O

A molecular structure, C6H10O (ωB97M-V/def2-TZVPD, the OMol25 dataset).

Geometry (Å):
C  -0.72  1.15  1.43
C  0.22  0.15  0.77
C  -0.32  -1.31  0.68
C  0.14  -1.98  -0.64
C  0.67  -0.90  -1.13
C  0.62  0.52  -0.70
O  -0.29  1.32  -1.42
H  -1.66  1.24  0.87
H  -0.96  0.82  2.44
H  -0.27  2.15  1.49
H  1.17  0.12  1.33
H  -1.42  -1.33  0.67
H  -0.01  -1.91  1.54
H  0.85  -0.89  -2.72
H  1.54  -1.06  -2.40
H  1.57  1.07  -0.75
H  -1.13  0.84  -1.47

Calculated values
Multiplicity = 1
Kohn-Sham gap = 0.3403 Eh
E = -309.64034 hartree
Total charge = 0
HOMO energy = -8.63 eV
Relative energy (zero: lowest compared OMol25 entry of this formula, charge and spin) = 126.8 kcal per mole
F_max = 0.0091 Eh/bohr

# C6H10O

A molecular structure, C6H10O (ωB97M-V/def2-TZVPD, the OMol25 dataset).

Geometry (Å):
C  2.02  0.78  -0.25
C  1.14  -0.39  0.10
O  0.47  -0.39  1.38
C  -0.69  -1.00  0.76
C  -1.79  0.05  0.70
C  -1.21  0.54  -0.65
C  -0.18  -0.62  -0.64
H  1.47  1.73  -0.24
H  2.88  0.87  0.42
H  2.39  0.60  -1.26
H  1.72  -1.32  0.04
H  -0.86  -2.03  1.10
H  -1.69  0.73  1.55
H  -2.82  -0.33  0.64
H  -1.94  0.49  -1.47
H  -0.78  1.55  -0.64
H  -0.12  -1.27  -1.52

Calculated values
Multiplicity = 1
Kohn-Sham gap = 0.3882 Eh
E = -309.78968 hartree
Total charge = 0
HOMO energy = -9.42 eV
Relative energy (zero: lowest compared OMol25 entry of this formula, charge and spin) = 33.1 kcal per mole
F_max = 0.0108 Eh/bohr

Q: Which value of E does entry 6 give?
A: -309.78968 hartree

Q: multiplicity of number 5 (C6H10O)?
A: 1